[1]
C4H5NO as an isolated structure, computed with wB97M-V/def2-TZVPD.

XYZ file:
```
11
Properties=species:S:1:pos:R:3:forces:R:3
N 1.42585 1.26236 -0.10730 0.4 -0.5 0.0
C 1.47421 0.08886 -0.17483 -0.3 0.5 0.0
C 0.69756 -1.11071 -0.17444 -0.1 -0.1 0.1
C -0.68557 -0.27606 0.40287 0.2 0.0 0.1
C -0.51444 1.12603 -0.08178 -0.3 0.0 -0.2
O -1.83839 -0.53951 -0.10102 -0.1 0.0 0.0
H 0.99244 -1.88387 0.53418 0.0 0.1 -0.2
H 0.50633 -1.49537 -1.17741 0.1 0.0 0.1
H -0.55003 -0.36848 1.50084 -0.1 0.0 -0.1
H -0.88058 1.94362 0.53230 0.0 -0.1 0.0
H -0.62739 1.25312 -1.15341 0.0 0.0 0.2
```
Positions in Å, forces in eV/Å.

Output
- Total charge: 0
- HOMO-LUMO gap (spin up / spin down): 0.307 / 0.307 hartree



[2]
A 2-piece molecular cluster, C4H5NO overall at a distorted geometry, computed with wB97M-V/def2-TZVPD.

XYZ file:
```
11
Properties=species:S:1:pos:R:3:forces:R:3
N -2.53819 1.21695 -0.97997 1.0 -0.1 -0.1
C -1.42211 0.91500 -1.06731 -1.0 0.4 0.0
C -0.09617 0.40942 -1.14929 -0.3 -0.7 -0.2
C 0.27947 -0.35533 -0.12387 -1.1 -0.7 -0.7
C -0.02523 -0.99089 1.11622 -0.4 0.0 0.1
O 1.08964 -1.34975 0.21281 0.2 0.1 -0.3
H 0.51106 0.53148 -2.03725 -0.2 -0.1 0.0
H 0.31638 -0.67088 2.09969 -0.2 0.3 -0.4
H -0.91316 -1.60624 1.06386 0.2 -0.5 0.3
H 1.25200 1.17811 0.24436 1.1 0.4 1.0
H 1.68404 0.84395 0.76168 0.6 0.8 0.3
```
Positions in Å, forces in eV/Å.

Output
- Total charge: 0
- SMILES string: N#C/C=C1\CO1.[H][H]
- HOMO-LUMO gap: 0.374 hartree



[3]
One molecule with the formula C4H5NO, computed with wB97M-V/def2-TZVPD.

XYZ file:
```
11
Properties=species:S:1:pos:R:3:forces:R:3
N -1.77108 0.43704 0.60928 0.0 0.1 0.2
C -0.41563 0.03679 0.50956 0.1 -0.2 0.2
C 0.27490 -0.59256 1.49224 -0.1 0.3 -0.5
O 1.64762 -0.86139 0.66073 0.1 0.1 -0.2
C 1.57513 -0.44865 -0.50965 -0.1 -0.1 0.2
C 0.24521 0.08182 -0.84005 0.1 0.0 0.1
H -2.16403 0.07270 1.47109 0.0 0.0 -0.1
H -1.85279 1.44994 0.64227 0.0 -0.1 -0.1
H -0.25192 -0.67260 -1.46925 0.1 0.1 -0.1
H 2.45576 -0.51888 -1.15112 -0.1 0.0 0.0
H 0.25682 1.01580 -1.41509 0.0 -0.1 0.2
```
Positions in Å, forces in eV/Å.

Output
- Total charge: 0
- HOMO-LUMO gap: 0.299 hartree



[4]
One molecule with the formula C4H5NO at a distorted geometry, computed with wB97M-V/def2-TZVPD.

XYZ file:
```
11
Properties=species:S:1:pos:R:3:forces:R:3
O -1.82711 1.30041 1.07257 0.1 -0.3 -0.5
C -1.01299 0.63216 0.49999 0.1 0.0 0.1
C -1.01192 -0.54010 -0.49146 0.2 0.0 -0.2
N 0.31646 -0.99847 0.15435 0.5 0.1 -0.3
C 1.32054 0.00587 -0.34255 -0.2 -0.2 -0.3
C 0.41850 0.35648 0.77987 0.1 0.4 0.6
H -1.83698 -1.26788 -0.46866 0.5 0.2 0.3
H -0.86986 -0.18317 -1.51617 0.0 -0.2 0.0
H 1.23161 0.20312 -1.40385 -0.4 0.8 0.2
H 2.38123 0.06877 -0.03255 -0.7 -1.1 0.0
H 0.89051 0.42280 1.74847 -0.1 0.3 0.2
```
Positions in Å, forces in eV/Å.

Output
- Total charge: 0
- SMILES string: O=C1CN2C[C@@H]12
- HOMO-LUMO gap: 0.394 hartree



[5]
C4H5NO as an isolated structure at a distorted geometry, computed with wB97M-V/def2-TZVPD.

XYZ file:
```
11
Properties=species:S:1:pos:R:3:forces:R:3
C 1.58050 -0.00869 0.01657 0.2 1.3 0.4
C 0.41394 0.82129 0.86575 0.2 -2.9 -1.3
N -0.52897 1.40590 0.22739 0.8 -0.7 -0.1
C -1.49541 0.59348 -0.23480 -0.1 0.1 -0.1
C -1.20601 -0.73685 0.07144 -0.3 0.0 0.2
O -0.20802 -0.90458 0.82564 -1.1 0.2 0.3
H 1.83345 -1.05396 0.30495 -0.4 1.2 0.4
H 2.44206 0.61373 0.13635 0.7 0.3 -0.5
H 1.20892 -0.06342 -1.02394 0.2 0.3 0.4
H -2.32686 0.93029 -0.83446 0.0 0.2 0.1
H -1.71359 -1.59719 -0.35488 -0.3 0.0 0.2
```
Positions in Å, forces in eV/Å.

Output
- Total charge: 0
- HOMO-LUMO gap (spin up / spin down): 0.320 / 0.320 hartree



[6]
One molecule with the formula C4H5NO at a distorted geometry, computed with wB97M-V/def2-TZVPD.

XYZ file:
```
11
Properties=species:S:1:pos:R:3:forces:R:3
C 0.89590 1.26267 0.68033 -0.1 0.0 0.0
C 0.75386 -0.07867 0.08317 0.8 0.9 -0.3
O 0.03024 -0.97225 0.71723 -0.6 -0.7 -0.1
C -0.74250 -1.50745 -0.29989 -0.2 -0.3 0.4
C -1.61823 -0.64910 -0.98197 -0.6 0.6 -0.6
N -2.34963 0.05883 -1.55463 0.7 -0.7 0.6
H 1.84381 1.73032 0.40244 -0.1 -0.1 0.0
H 0.07912 1.90755 0.32088 0.1 0.0 0.1
H 0.80094 1.19406 1.76920 0.0 0.0 -0.1
H 1.17874 -0.36670 -0.87178 0.0 0.0 0.1
H -0.87224 -2.57925 -0.26498 0.0 0.1 -0.1
```
Positions in Å, forces in eV/Å.

Output
- Total charge: 0
- HOMO-LUMO gap (spin up / spin down): 0.260 / 0.314 hartree



[7]
One molecule with the formula C4H5NO at a distorted geometry, computed with wB97M-V/def2-TZVPD.

XYZ file:
```
11
Properties=species:S:1:pos:R:3:forces:R:3
H -1.27224 2.14187 0.64401 -0.1 0.7 0.6
N -0.98953 1.19868 0.49482 -0.2 0.9 0.4
C -0.59945 0.51100 1.48306 -0.3 0.6 -0.7
O -0.23237 -0.71908 1.18855 -0.6 0.3 -2.0
C -0.42366 -0.78186 -0.52028 0.4 -0.9 1.0
C 0.90163 -0.53605 -1.02855 0.5 -0.2 -0.1
C 2.02111 -0.36939 -1.43683 -0.4 -0.1 0.1
H -0.54555 0.84810 2.52872 0.1 -0.5 -0.3
H -0.71884 -1.80604 -0.42902 0.3 -0.8 -0.5
H -1.16551 -0.23683 -1.14395 0.4 -0.2 1.4
H 3.02441 -0.25039 -1.78053 -0.2 0.0 0.0
```
Positions in Å, forces in eV/Å.

Output
- Total charge: 0
- SMILES string: [H]/N=C/OCC#C
- HOMO-LUMO gap: 0.393 hartree



[8]
C4H5NO as an isolated structure, computed with wB97M-V/def2-TZVPD.

XYZ file:
```
11
Properties=species:S:1:pos:R:3:forces:R:3
O 2.05125 0.50045 0.02049 0.1 -0.1 -0.1
C 0.75038 0.14964 -0.04601 -0.4 0.0 0.1
C 0.08814 -1.08477 -0.09761 0.4 -0.1 -0.2
C -1.39871 -0.86298 -0.15292 0.0 0.3 0.0
C -1.45283 0.52316 -0.05654 -0.1 0.0 0.1
N -0.19192 1.09866 -0.02810 0.2 -0.1 0.0
H 2.57842 -0.27115 -0.22075 0.0 0.1 0.1
H 0.55324 -2.04666 -0.28273 0.0 0.2 0.1
H -0.68717 -1.27216 0.88223 -0.3 0.0 0.0
H -2.31351 1.18218 -0.08304 0.2 -0.1 0.1
H 0.02269 2.08362 0.06499 -0.1 -0.1 -0.1
```
Positions in Å, forces in eV/Å.

Output
- Total charge: 0
- HOMO-LUMO gap: 0.309 hartree



[9]
One molecule with the formula C4H5NO, computed with wB97M-V/def2-TZVPD.

XYZ file:
```
11
Properties=species:S:1:pos:R:3:forces:R:3
C -1.28562 -0.49064 0.75900 -0.1 0.0 0.0
C -0.31674 0.64201 0.54891 0.0 -0.2 0.3
C 2.01003 -0.70446 -0.84403 0.1 0.1 -0.4
O 1.41047 0.32642 -1.43432 0.1 -0.2 0.2
C 0.39192 0.80248 -0.66139 -0.5 0.4 0.2
N -0.52492 1.64048 -0.67046 0.4 -0.3 -0.2
H -2.17454 -0.15617 1.30066 0.1 0.0 0.0
H -1.59705 -0.92439 -0.19680 0.0 0.1 0.1
H -0.79691 -1.27953 1.34221 -0.1 0.1 -0.1
H 0.09347 1.10425 1.44675 -0.2 0.0 -0.1
H 2.78988 -0.96046 -1.59054 0.0 0.0 0.0
```
Positions in Å, forces in eV/Å.

Output
- Total charge: 0
- HOMO-LUMO gap: 0.348 hartree



[10]
One molecule with the formula C4H5NO, computed with wB97M-V/def2-TZVPD.

XYZ file:
```
11
Properties=species:S:1:pos:R:3:forces:R:3
O 0.07934 -1.82866 1.07739 -0.4 0.0 0.1
C -0.80200 -1.00985 0.54430 0.4 -0.2 -0.2
C -0.19080 -0.49553 -0.74734 -0.2 0.0 0.0
C 0.49142 0.86655 -0.48796 0.1 0.1 0.0
C -0.18194 1.67548 0.54157 -0.4 0.5 0.6
N -0.68740 2.30497 1.36767 0.5 -0.4 -0.7
H -0.30354 -2.14995 1.91024 0.2 0.0 -0.1
H 0.55796 -1.17700 -1.17748 -0.2 0.1 0.1
H -1.01252 -0.34198 -1.45424 0.1 -0.1 0.1
H 1.52267 0.71382 -0.15578 -0.1 0.0 0.0
H 0.52680 1.44214 -1.41838 0.0 -0.1 0.2
```
Positions in Å, forces in eV/Å.

Output
- Total charge: 0
- HOMO-LUMO gap: 0.346 hartree